This record from the OMol25 dataset describes C12H7Cl2CoNO3S as an isolated structure. The level of theory is ωB97M-V/def2-TZVPD.

The geometry in XYZ format:
```
27
C12H7Cl2CoNO3S, DFT ωB97M-V/def2-TZVPD
Co -0.71 0.75 -0.81
O -2.47 0.15 -0.86
N -2.97 -0.34 0.28
C -4.15 -1.00 0.23
C -4.70 -1.49 1.38
C -4.02 -1.30 2.59
C -2.82 -0.64 2.61
C -2.29 -0.15 1.42
S -0.82 0.75 1.30
H -4.57 -1.09 -0.76
H -5.64 -2.01 1.33
H -4.44 -1.69 3.51
H -2.26 -0.49 3.52
Cl 6.33 0.04 -1.15
C 4.66 0.50 -1.13
C 4.34 1.87 -1.08
C 3.04 2.29 -1.07
Cl 2.67 3.97 -1.01
C 1.98 1.35 -1.09
O 0.74 1.77 -1.11
C 2.32 -0.02 -1.14
C 1.32 -1.00 -1.17
O 0.07 -0.83 -1.13
C 3.68 -0.44 -1.15
H 5.13 2.60 -1.06
H 1.64 -2.05 -1.26
H 3.92 -1.49 -1.19
```

The calculation puts the gap between HOMO and LUMO (alpha / beta) at 0.2411 / 0.2408 Eh. The spin multiplicity is 1. As for the net charge: +1.

The net atomic charges from Löwdin, expressed in e, are:
1 Co 0.5386
2 O -0.1558
3 N -0.1584
4 C 0.0247
5 C -0.0123
6 C -0.0182
7 C -0.0438
8 C -0.5616
9 S 0.9407
10 H 0.1534
11 H 0.1260
12 H 0.1271
13 H 0.1247
14 Cl 0.7267
15 C -0.6471
16 C -0.0691
17 C -0.5689
18 Cl 0.7709
19 C -0.3129
20 O -0.1288
21 C -0.1153
22 C -0.0774
23 O -0.0385
24 C -0.0343
25 H 0.1219
26 H 0.1605
27 H 0.1270

***

This record from the OMol25 dataset describes C12H8AuBrClNO3S as an isolated structure. The level of theory is ωB97M-V/def2-TZVPD.

The geometry in XYZ format:
```
28
C12H8AuBrClNO3S, DFT ωB97M-V/def2-TZVPD
Au 1.56 -2.49 -0.71
O -0.54 -3.32 0.62
N -0.57 -2.64 1.71
C -1.77 -2.31 2.24
C -1.90 -1.60 3.41
C -0.74 -1.20 4.06
C 0.47 -1.51 3.52
C 0.60 -2.24 2.32
S 2.13 -2.68 1.67
H -2.60 -2.67 1.64
H -2.89 -1.37 3.78
H -0.80 -0.64 4.99
H 1.40 -1.20 3.99
Br -0.69 5.66 -3.26
C -0.22 3.89 -2.75
C -0.17 3.56 -1.41
C 0.17 2.26 -1.05
C 0.45 1.32 -2.02
C 0.40 1.66 -3.36
C 0.06 2.96 -3.74
C 0.82 -0.10 -1.62
O 1.11 -0.91 -2.52
O 0.81 -0.38 -0.39
H -0.39 4.31 -0.66
H 0.22 1.97 -0.01
H 0.63 0.91 -4.10
H 0.01 3.24 -4.78
Cl 2.46 -4.47 -1.58
```

The calculation puts the gap between HOMO and LUMO (alpha / beta) at 0.2537 / 0.2481 Eh. The spin multiplicity is 2. As for the net charge: -1. As for the expectation value of S²: 0.755.

The net atomic charges from Löwdin, expressed in e, are:
1 Au 0.5442
2 O -0.1977
3 N -0.2525
4 C -0.0369
5 C -0.0853
6 C -0.1086
7 C -0.1122
8 C -0.6675
9 S 0.5961
10 H 0.1267
11 H 0.0953
12 H 0.0961
13 H 0.0949
14 Br 0.6916
15 C -0.6999
16 C -0.1272
17 C -0.0140
18 C -0.1302
19 C -0.0142
20 C -0.1271
21 C -0.6463
22 O -0.0622
23 O -0.1086
24 H 0.0948
25 H 0.1176
26 H 0.1181
27 H 0.0948
28 Cl -0.2798

***

This record from the OMol25 dataset describes C12H8BrIrN2OS2 as an isolated structure at a distorted geometry. The level of theory is ωB97M-V/def2-TZVPD.

The geometry in XYZ format:
```
27
C12H8BrIrN2OS2, DFT ωB97M-V/def2-TZVPD
Ir 0.50 0.05 2.13
S -0.08 2.33 2.47
C -1.25 1.73 1.37
N -1.37 0.54 0.83
C -2.43 0.43 -0.05
C -2.77 -0.72 -0.76
C -3.87 -0.67 -1.59
C -4.62 0.50 -1.73
C -4.29 1.65 -1.03
C -3.18 1.61 -0.19
S -2.50 2.86 0.82
H -2.19 -1.62 -0.63
H -4.17 -1.55 -2.15
H -5.48 0.50 -2.39
H -4.87 2.55 -1.14
Br 6.34 -1.39 -1.44
C 4.76 -1.02 -0.49
C 3.72 -1.94 -0.48
C 2.57 -1.62 0.23
N 2.44 -0.48 0.90
C 3.44 0.40 0.89
C 4.62 0.17 0.20
H 3.80 -2.88 -1.01
H 1.74 -2.31 0.27
H 3.29 1.31 1.44
H 5.41 0.90 0.22
O 0.44 -1.30 3.34
```

The calculation puts the gap between HOMO and LUMO (alpha / beta) at 0.2685 / 0.2703 Eh. The spin multiplicity is 5. As for the net charge: 0. As for the expectation value of S²: 6.021.

The net atomic charges from Löwdin, expressed in e, are:
1 Ir 1.0626
2 S 0.4776
3 C -1.1881
4 N -0.1069
5 C -0.3124
6 C -0.0171
7 C -0.0882
8 C -0.0940
9 C -0.0893
10 C -0.4708
11 S 1.0089
12 H 0.1126
13 H 0.1020
14 H 0.1025
15 H 0.1075
16 Br 0.7880
17 C -0.6864
18 C -0.0920
19 C -0.1177
20 N -0.0888
21 C -0.1263
22 C -0.0933
23 H 0.1083
24 H 0.1156
25 H 0.1085
26 H 0.1085
27 O -0.6312

***

This record from the OMol25 dataset describes C12H8ClF2NReSbSe4 as an isolated structure. The level of theory is ωB97M-V/def2-TZVPD.

The geometry in XYZ format:
```
30
C12H8ClF2NReSbSe4, DFT ωB97M-V/def2-TZVPD
Re 0.38 -0.46 0.32
F -2.73 3.87 0.78
C -2.36 2.68 1.24
C -2.16 1.66 0.34
C -1.76 0.42 0.84
C -1.57 0.19 2.23
C -1.79 1.29 3.07
F -1.58 1.13 4.37
C -2.18 2.52 2.60
C -1.08 -1.11 2.77
C -1.59 -1.74 3.89
C -1.06 -2.98 4.24
C -0.06 -3.55 3.47
C 0.41 -2.85 2.37
N -0.09 -1.65 2.04
H -2.31 1.83 -0.71
H -2.34 3.35 3.29
H -2.38 -1.29 4.47
H -1.45 -3.51 5.10
H 0.36 -4.51 3.70
H 1.18 -3.24 1.72
Se -2.65 -0.33 -2.51
Sb -0.45 -0.70 -3.56
Se 1.39 -0.47 -1.82
Se -1.79 -1.22 -0.32
Se 0.14 -1.01 -5.75
Cl 1.84 0.98 1.54
C 2.37 -0.66 1.00
H 2.58 -1.25 1.88
H 3.23 -0.54 0.35
```

The calculation puts the gap between HOMO and LUMO (alpha / beta) at 0.2258 / 0.2258 Eh. The spin multiplicity is 1. As for the net charge: +2.

The net atomic charges from Löwdin, expressed in e, are:
1 Re 0.5277
2 F 0.1476
3 C -0.2353
4 C -0.0312
5 C -0.5476
6 C -0.1495
7 C -0.2009
8 F 0.1373
9 C 0.1499
10 C -0.2369
11 C 0.0449
12 C 0.0156
13 C 0.0065
14 C -0.0793
15 N -0.1209
16 H 0.0855
17 H 0.1633
18 H 0.1398
19 H 0.1354
20 H 0.1312
21 H 0.1301
22 Se 0.2861
23 Sb 0.2708
24 Se 0.2644
25 Se 0.6870
26 Se 0.2510
27 Cl 0.6331
28 C -0.6379
29 H 0.0233
30 H 0.0092

***

This record from the OMol25 dataset describes C12H8NO2S2Te4W as an isolated structure at a distorted geometry. The level of theory is ωB97M-V/def2-TZVPD.

The geometry in XYZ format:
```
30
C12H8NO2S2Te4W, DFT ωB97M-V/def2-TZVPD
W -0.07 -0.49 -1.10
O 0.50 1.29 -0.59
C -0.13 1.48 -1.84
O 0.19 0.36 -2.80
C -1.62 1.62 -1.57
C -2.50 2.61 -1.99
C -3.80 2.56 -1.50
C -4.19 1.57 -0.62
C -3.24 0.60 -0.26
N -2.02 0.67 -0.74
H -2.15 3.38 -2.66
H -4.52 3.31 -1.81
H -5.19 1.52 -0.22
H -3.48 -0.23 0.40
Te -1.86 -2.30 -1.52
Te -3.60 -4.31 -2.05
Te 1.74 -5.03 -2.70
Te 0.87 -2.79 -1.52
S -0.02 -1.08 1.30
C 1.65 -0.73 1.74
C 1.99 -0.66 3.10
C 3.29 -0.40 3.52
C 4.29 -0.20 2.58
C 3.98 -0.27 1.23
C 2.68 -0.54 0.80
S 2.43 -0.66 -0.95
H 1.21 -0.82 3.83
H 3.52 -0.37 4.57
H 5.31 0.02 2.89
H 4.75 -0.12 0.48
```

The calculation puts the gap between HOMO and LUMO (alpha / beta) at 0.1939 / 0.1939 Eh. The spin multiplicity is 1. As for the net charge: -1.

The net atomic charges from Löwdin, expressed in e, are:
1 W 0.5960
2 O -0.3378
3 C -0.3767
4 O -0.3618
5 C -0.2585
6 C 0.0101
7 C -0.0565
8 C -0.0389
9 C -0.1333
10 N -0.0877
11 H 0.1164
12 H 0.1073
13 H 0.1053
14 H 0.1116
15 Te 0.1159
16 Te -0.1513
17 Te -0.0896
18 Te 0.1399
19 S 0.4769
20 C -0.6630
21 C -0.1342
22 C -0.1125
23 C -0.1124
24 C -0.1349
25 C -0.6200
26 S 0.5188
27 H 0.0918
28 H 0.0929
29 H 0.0920
30 H 0.0943

***

This record from the OMol25 dataset describes C12H8P as an isolated structure at a distorted geometry. The level of theory is ωB97M-V/def2-TZVPD.

The geometry in XYZ format:
```
21
C12H8P, DFT ωB97M-V/def2-TZVPD
C -3.51 0.46 0.30
C -2.80 1.10 -0.70
C -1.70 -1.28 0.60
C -0.72 -0.58 -0.34
C 0.77 -0.46 0.19
C 1.73 -1.34 -0.66
C 2.71 1.21 0.18
C 3.53 0.13 0.22
C -2.26 -0.07 0.92
C -1.43 0.72 -0.12
C 1.25 0.97 0.32
C 2.87 -0.98 -0.15
P 0.10 2.17 0.44
H -4.53 -0.14 0.25
H -2.99 1.82 -1.42
H -2.13 -2.26 0.83
H -0.77 -1.03 -1.33
H 0.59 -0.97 1.17
H 1.60 -1.90 -1.61
H 3.15 2.26 0.27
H 4.51 0.18 0.64
```

The calculation puts the gap between HOMO and LUMO at 0.2153 Eh. The spin multiplicity is 1. As for the net charge: +1.

The net atomic charges from Löwdin, expressed in e, are:
1 C 0.0131
2 C -0.0153
3 C 0.0560
4 C -0.2373
5 C -0.2378
6 C 0.0588
7 C -0.0105
8 C -0.0504
9 C -0.1430
10 C -0.3738
11 C -0.5113
12 C 0.1175
13 P 1.2053
14 H 0.1596
15 H 0.0809
16 H 0.1224
17 H 0.1589
18 H 0.1689
19 H 0.1530
20 H 0.1549
21 H 0.1302

***

This record from the OMol25 dataset describes C12H9AsFeN3S10 as an isolated structure. The level of theory is ωB97M-V/def2-TZVPD.

The geometry in XYZ format:
```
36
C12H9AsFeN3S10, DFT ωB97M-V/def2-TZVPD
Fe 1.52 0.25 0.26
S 1.39 -1.20 -6.98
C 1.45 -0.86 -5.33
S 2.05 -1.94 -4.15
C 1.74 -0.99 -2.72
C 1.16 0.21 -2.95
S 0.71 1.38 -1.73
S 0.84 0.57 -4.63
S 2.11 -1.63 -1.14
C -1.20 3.87 -0.13
N -1.66 2.51 0.07
C -2.73 1.95 -0.61
C -2.73 0.64 -0.33
N -1.66 0.40 0.51
C -0.95 1.56 0.72
S 0.37 1.83 1.74
C -1.25 -0.89 0.93
C -2.20 -1.86 1.18
C -1.76 -3.10 1.62
C -0.41 -3.30 1.82
C 0.47 -2.26 1.54
N 0.06 -1.08 1.08
H -2.06 4.51 -0.32
H -0.51 3.90 -0.97
H -0.68 4.20 0.77
H -3.37 2.53 -1.24
H -3.36 -0.15 -0.70
H -3.26 -1.65 1.06
H -2.48 -3.88 1.83
H -0.01 -4.23 2.20
H 1.54 -2.37 1.66
S 1.98 -1.31 4.53
As 3.04 0.37 3.78
S 3.46 -0.28 1.59
S 3.57 1.32 0.33
S 4.83 0.99 4.69
```

The calculation puts the gap between HOMO and LUMO (alpha / beta) at 0.1915 / 0.1915 Eh. The spin multiplicity is 2. As for the net charge: -2. As for the expectation value of S²: 0.770.

The net atomic charges from Löwdin, expressed in e, are:
1 Fe -0.5245
2 S 0.3337
3 C -1.5560
4 S 0.8732
5 C -1.1338
6 C -1.1233
7 S 0.5673
8 S 0.8628
9 S 0.5275
10 C -0.0500
11 N -0.1464
12 C -0.0637
13 C -0.0464
14 N 0.0040
15 C -0.7481
16 S 0.6575
17 C -0.2422
18 C -0.0082
19 C -0.0693
20 C -0.0492
21 C -0.1779
22 N 0.0397
23 H 0.0840
24 H 0.0687
25 H 0.0614
26 H 0.1162
27 H 0.1153
28 H 0.1012
29 H 0.1001
30 H 0.1064
31 H 0.0556
32 S -0.2377
33 As -0.1573
34 S -0.0811
35 S 0.0038
36 S -0.2634

***

This record from the OMol25 dataset describes C12H9BBrCuF4IN6O as an isolated structure. The level of theory is ωB97M-V/def2-TZVPD.

The geometry in XYZ format:
```
36
C12H9BBrCuF4IN6O, DFT ωB97M-V/def2-TZVPD
Cu -0.12 -0.45 -0.12
N 3.62 0.02 1.44
C 2.78 -0.26 0.39
O 1.85 -1.08 0.59
C 3.06 0.36 -0.86
C 2.24 0.06 -1.98
N 1.55 -0.16 -2.88
C 4.10 1.32 -0.97
N 4.95 2.10 -1.01
H 4.19 0.84 1.38
H 3.21 -0.16 2.35
Br 0.16 1.37 2.87
C -0.40 2.20 1.26
C -1.20 3.32 1.34
C -1.58 3.92 0.15
C -1.12 3.40 -1.04
C -0.32 2.27 -1.01
N 0.02 1.66 0.13
H -1.52 3.70 2.30
H -2.24 4.78 0.17
H -1.40 3.84 -1.99
H 0.06 1.82 -1.92
I -2.64 -6.13 0.19
C -1.34 -4.54 -0.02
C 0.03 -4.58 0.11
N 0.46 -3.33 -0.12
N -0.55 -2.49 -0.36
C -1.66 -3.20 -0.31
H 0.69 -5.41 0.32
H 1.37 -2.91 0.01
H -2.62 -2.73 -0.47
F -2.42 -0.06 1.23
B -3.15 0.10 0.01
F -3.82 1.33 0.01
F -4.03 -0.98 -0.16
F -2.18 0.09 -1.06
```

The calculation puts the gap between HOMO and LUMO at 0.2647 Eh. The spin multiplicity is 1. As for the net charge: -1.

The net atomic charges from Löwdin, expressed in e, are:
1 Cu 0.3248
2 N 0.1597
3 C -0.5318
4 O -0.0945
5 C -0.2210
6 C -0.2530
7 N 0.1414
8 C -0.2611
9 N 0.1031
10 H 0.0825
11 H 0.0881
12 Br 0.7855
13 C -0.7178
14 C -0.1022
15 C -0.0538
16 C -0.0437
17 C -0.0988
18 N 0.0230
19 H 0.0993
20 H 0.1109
21 H 0.1094
22 H 0.1035
23 I 0.8137
24 C -0.7643
25 C -0.1506
26 N 0.0105
27 N 0.0197
28 C -0.1438
29 H 0.1132
30 H 0.1305
31 H 0.1091
32 F 0.0646
33 B -1.2210
34 F 0.1100
35 F 0.0977
36 F 0.0570

***

This record from the OMol25 dataset describes C12H9N2O3RuS2 as an isolated structure at a distorted geometry. The level of theory is ωB97M-V/def2-TZVPD.

The geometry in XYZ format:
```
29
C12H9N2O3RuS2, DFT ωB97M-V/def2-TZVPD
Ru 1.82 0.05 -1.01
C -0.40 3.54 0.77
C 0.16 2.63 -0.31
C 0.85 3.36 -1.46
O 1.25 1.74 0.27
C -0.93 1.61 -0.76
O -2.00 1.58 -0.24
O -0.45 0.83 -1.78
H 0.48 4.18 1.02
H -0.65 2.90 1.62
H -1.27 4.06 0.32
H 1.58 4.12 -1.07
H 0.03 3.99 -1.96
H 1.39 2.76 -2.17
H 1.00 1.61 1.21
S -1.35 -0.60 -2.09
C -0.60 -1.62 -0.97
C -1.38 -2.03 0.12
C -0.94 -2.94 1.06
C -1.93 -3.59 1.91
N -2.80 -3.99 2.55
C 0.38 -3.31 1.11
C 1.20 -2.95 0.05
C 0.70 -2.18 -1.02
S 1.78 -1.76 -2.34
C 0.92 -4.12 2.12
N 1.28 -4.93 2.84
H -2.45 -1.76 0.12
H 2.31 -3.17 0.10
```

The calculation puts the gap between HOMO and LUMO (alpha / beta) at 0.2880 / 0.2739 Eh. The spin multiplicity is 5. As for the net charge: +1. As for the expectation value of S²: 6.025.

The net atomic charges from Löwdin, expressed in e, are:
1 Ru 1.0413
2 C 0.0131
3 C -0.4754
4 C -0.0117
5 O -0.1607
6 C -0.4929
7 O 0.1687
8 O -0.4184
9 H 0.1190
10 H 0.1015
11 H 0.1291
12 H 0.1165
13 H 0.1413
14 H 0.0685
15 H 0.1316
16 S 1.1113
17 C -0.5919
18 C -0.0169
19 C -0.1633
20 C -0.1291
21 N 0.2155
22 C -0.1796
23 C -0.0391
24 C -0.7155
25 S 0.6543
26 C -0.1541
27 N 0.2365
28 H 0.1479
29 H 0.1526